<w>
{
  "formula": "C2H10N2O",
  "method": "ωB97M-V/def2-TZVPD",
  "gap_ev": 9.545,
  "e_lumo_ha": 0.028,
  "smiles": "NCN.CO",
  "symbols": ["N", "C", "N", "H", "H", "H", "H", "H", "H", "C", "O", "H", "H", "H", "H"],
  "positions_angstrom": [[-1.5577, -1.9683, 0.4949], [-0.1118, -1.7736, 0.8770], [0.5074, -0.6604, 0.2151], [-1.8171, -3.0018, 0.3693], [-1.5585, -1.3358, -0.3658], [0.4519, -2.6219, 0.6524], [0.1271, -1.9163, 2.0073], [0.3098, 0.1782, 0.8362], [-0.1465, -0.2329, -0.4665], [1.1986, 1.9082, -0.9960], [-0.0635, 2.2248, -0.4095], [1.1545, 1.1593, -1.7456], [1.8851, 1.5864, -0.1961], [1.4893, 2.8703, -1.4654], [-0.5558, 3.1092, -0.6063]]
}

<x>
{
  "formula": "C2H10N2O",
  "method": "ωB97M-V/def2-TZVPD",
  "gap_ev": 10.313,
  "e_lumo_ha": 0.034,
  "smiles": "NCCN.O",
  "symbols": ["N", "C", "C", "N", "H", "H", "H", "H", "H", "H", "H", "H", "O", "H", "H"],
  "positions_angstrom": [[-0.9282, -0.9620, 1.9671], [-0.4082, -0.4456, 0.6895], [0.4433, 0.7966, 0.7637], [1.1917, 0.9777, -0.4883], [-0.1718, -1.3563, 2.5195], [-1.2786, -0.1932, 2.5312], [0.1730, -1.2461, 0.2436], [-1.2474, -0.3390, 0.0348], [1.0948, 0.7895, 1.6453], [-0.1555, 1.7057, 0.9055], [2.0183, 0.3834, -0.4625], [1.5928, 1.9097, -0.4724], [-0.3665, -0.4829, -2.5763], [-0.0743, 0.3383, -2.1607], [-1.0689, -0.2585, -3.1918]]
}

Ranked by calculated energy, most stable first: <x>, <w>.

<w>
{
  "formula": "C4H10N4",
  "method": "ωB97M-V/def2-TZVPD",
  "gap_ev": 9.799,
  "e_lumo_ha": 0.034,
  "smiles": "[H]/N=C(\\N)NN.C#CC",
  "symbols": ["H", "N", "C", "N", "N", "N", "H", "H", "H", "H", "H", "C", "C", "C", "H", "H", "H", "H"],
  "positions_angstrom": [[0.1314, -0.2009, -1.9462], [-0.7833, -0.2443, -1.5138], [-0.8510, -0.8501, -0.4015], [-0.1387, -1.9666, -0.0022], [-1.7997, -0.4206, 0.5388], [-2.9020, 0.3180, 0.0554], [0.7993, -1.9970, -0.3806], [-0.1128, -2.1690, 0.9855], [-2.1241, -1.1612, 1.1526], [-2.8710, 1.3271, 0.1771], [-3.0653, 0.1543, -0.9392], [2.6930, -0.4152, -0.1373], [2.0372, 0.5105, 0.2854], [1.5131, 1.8294, 0.5873], [3.3188, -1.2100, -0.4349], [2.1572, 2.5945, 0.1553], [0.5187, 1.9298, 0.1500], [1.4793, 1.9712, 1.6682]]
}

<x>
{
  "formula": "C4H10N4",
  "method": "ωB97M-V/def2-TZVPD",
  "gap_ev": 9.971,
  "e_lumo_ha": 0.033,
  "smiles": "C=NN=C(CN)CN",
  "symbols": ["C", "N", "N", "C", "C", "N", "C", "N", "H", "H", "H", "H", "H", "H", "H", "H", "H", "H"],
  "positions_angstrom": [[2.7850, 0.8602, 0.6725], [1.8407, 1.6727, 0.3476], [0.9833, 1.1988, -0.6246], [-0.2155, 0.7409, -0.3223], [-0.7034, 0.2659, 1.0913], [-0.3749, -1.1906, 1.2641], [-1.0696, 0.1936, -1.6071], [-1.2831, -1.1512, -1.2081], [3.6625, 1.2145, 1.1829], [2.7235, -0.1151, 0.1304], [-0.1397, 0.8070, 1.8288], [-1.7671, 0.7437, 1.3967], [-0.5189, -1.4437, 2.2688], [-1.3736, -1.4222, 0.6476], [-2.0071, 0.8026, -1.7915], [-0.2853, 0.3581, -2.5274], [-1.9371, -1.8639, -1.7895], [-0.3199, -1.6712, -0.9603]]
}

Ranked by calculated energy, most stable first: <w>, <x>.

<w>
{
  "formula": "C4H10N4",
  "method": "ωB97M-V/def2-TZVPD",
  "gap_ev": 8.447,
  "e_lumo_ha": 0.024,
  "smiles": "[H]/N=C(\\C)N=C=N.CN",
  "symbols": ["H", "N", "C", "C", "N", "C", "N", "H", "H", "H", "H", "C", "N", "H", "H", "H", "H", "H"],
  "positions_angstrom": [[-1.6666, 1.5200, -0.6934], [-1.1024, 0.8429, -0.1906], [-1.3506, -0.4029, -0.4712], [-2.3960, -0.8944, -1.4283], [-0.5442, -1.3491, 0.0599], [0.4659, -1.0401, 0.7729], [1.2309, -1.2607, 1.7076], [-3.0962, -1.5462, -0.9019], [-1.9272, -1.4869, -2.2172], [-2.9491, -0.0703, -1.8782], [0.9458, -1.9165, 2.4255], [1.6777, 0.8489, -0.0874], [2.3060, 1.4189, 1.0683], [0.3479, 0.8303, -0.0339], [2.2719, 0.0275, -0.4799], [1.6233, 1.5924, -0.8902], [2.4075, 0.7068, 1.7864], [1.7554, 2.1794, 1.4518]]
}

<x>
{
  "formula": "C4H10N4",
  "method": "ωB97M-V/def2-TZVPD",
  "gap_ev": 8.856,
  "e_lumo_ha": 0.024,
  "symbols": ["C", "C", "N", "C", "C", "N", "N", "N", "H", "H", "H", "H", "H", "H", "H", "H", "H", "H"],
  "positions_angstrom": [[0.9154, 0.4198, -1.4853], [-0.3378, 2.0745, 1.2665], [0.7255, 0.1764, -0.0549], [-0.2802, -1.5001, 0.1412], [-0.4336, 0.6810, 0.7201], [-1.1486, -1.8068, -0.9112], [-1.1376, -0.2832, 1.0800], [0.4059, -2.4390, 0.6619], [1.6002, 0.3637, 0.4311], [-1.2188, -2.8065, -1.0452], [-2.0559, -1.3697, -0.8248], [1.0271, -2.1452, 1.4087], [1.0146, 1.4795, -1.7436], [1.8043, -0.1081, -1.8348], [0.0781, -0.0078, -2.0286], [0.6055, 2.2440, 1.7922], [-1.1538, 2.2226, 1.9676], [-0.4103, 2.8049, 0.4588]]
}

<y>
{
  "formula": "C4H10N4",
  "method": "ωB97M-V/def2-TZVPD",
  "gap_ev": 8.313,
  "e_lumo_ha": 0.011,
  "smiles": "CCC(/C=N\\N)=N\\N",
  "symbols": ["C", "C", "C", "C", "N", "N", "N", "N", "H", "H", "H", "H", "H", "H", "H", "H", "H", "H"],
  "positions_angstrom": [[2.0232, -0.8094, 0.6857], [1.0462, -0.9319, -0.5093], [-0.2496, -0.3015, -0.2303], [-1.4960, -1.0083, -0.4947], [-2.6952, -0.6636, -0.1536], [-2.8410, 0.5151, 0.4232], [-0.2490, 1.0198, 0.0232], [0.7333, 1.9338, -0.4133], [2.3779, 0.2873, 0.6496], [2.8397, -1.4160, 0.5799], [1.5333, -0.9448, 1.6461], [1.0085, -1.9573, -0.8721], [1.5060, -0.3744, -1.2952], [-1.4059, -2.0747, -0.6279], [-3.6354, 0.5511, 1.0133], [-1.9659, 1.1107, 0.4562], [0.3447, 2.5072, -1.1478], [1.1253, 2.5569, 0.2670]]
}

Ranked by calculated energy, most stable first: <x>, <w>, <y>.

<w>
{
  "formula": "C6H8N4",
  "method": "ωB97M-V/def2-TZVPD",
  "gap_ev": 7.851,
  "e_lumo_ha": 0.027,
  "symbols": ["C", "C", "C", "C", "C", "C", "N", "N", "N", "N", "H", "H", "H", "H", "H", "H", "H", "H"],
  "positions_angstrom": [[1.1241, -0.4590, 0.7484], [-1.3849, -1.7612, 0.7053], [2.3273, 0.3143, 0.8204], [2.1400, 1.3529, -0.0145], [-2.7526, -2.0066, 0.3780], [0.1837, 2.0773, -1.4529], [0.8271, -1.5964, 1.4277], [-0.3096, -1.9984, 1.1477], [0.2538, 0.2121, 0.0122], [0.8507, 1.2315, -0.5219], [3.2083, -0.1471, 1.1647], [2.6767, 2.2278, -0.0844], [-3.5086, -1.6211, 1.1822], [-2.9945, -1.7331, -0.7443], [-2.8800, -3.0627, 0.2279], [0.8782, 2.8811, -1.5757], [-0.0031, 1.4873, -2.3601], [-0.6366, 2.6012, -1.0606]]
}

<x>
{
  "formula": "C6H8N4",
  "method": "ωB97M-V/def2-TZVPD",
  "gap_ev": [8.398, 8.398],
  "e_lumo_ha": [0.000, 0.000],
  "smiles": "[H]/N=C1/N=CN/C1=C/C=N/C",
  "symbols": ["H", "N", "C", "N", "C", "N", "C", "C", "C", "N", "C", "H", "H", "H", "H", "H", "H", "H"],
  "positions_angstrom": [[-0.5255, -1.5282, 1.0922], [0.0895, -1.6647, 0.3314], [1.0195, -0.7929, 0.2892], [2.2009, -1.2001, -0.3203], [2.9890, -0.1606, -0.3958], [2.4110, 1.0352, 0.0482], [1.0954, 0.6617, 0.4840], [0.0335, 1.5048, 0.2227], [-1.2474, 0.9135, -0.0580], [-1.5697, -0.2212, 0.4914], [-2.6897, -0.9244, -0.1794], [4.0226, 0.0106, -0.7133], [2.8241, 1.7729, 0.5661], [0.0441, 2.5784, -0.0976], [-1.6788, 1.4752, -0.8390], [-3.4148, -0.9790, 0.5895], [-3.2694, -0.4627, -1.0442], [-2.3344, -2.0184, -0.4673]]
}

<y>
{
  "formula": "C6H8N4",
  "method": "ωB97M-V/def2-TZVPD",
  "gap_ev": 9.373,
  "e_lumo_ha": 0.015,
  "smiles": "c1c[nH]cn1.c1c[nH]cn1",
  "symbols": ["C", "C", "N", "C", "N", "H", "H", "H", "H", "C", "C", "N", "C", "N", "H", "H", "H", "H"],
  "positions_angstrom": [[-1.0728, -1.4031, -2.9344], [-0.2986, -0.5569, -2.2170], [0.9583, -0.5244, -2.8302], [0.8256, -1.2305, -4.0259], [-0.3758, -1.8117, -4.0980], [-2.0951, -1.7511, -2.7866], [-0.4233, -0.0482, -1.2610], [1.8081, 0.0124, -2.6400], [1.7093, -1.2653, -4.6630], [-0.8333, 1.5789, 3.9409], [0.0356, 0.4995, 3.8790], [0.4700, 0.3039, 2.5947], [-0.1124, 1.3204, 1.8766], [-0.9982, 2.0584, 2.6052], [-1.2247, 1.9560, 4.8858], [0.4582, -0.1408, 4.6532], [0.9811, -0.4789, 2.1795], [0.1878, 1.4815, 0.8412]]
}

Ranked by calculated energy, most stable first: <y>, <x>, <w>.

<w>
{
  "formula": "CH2N2O4",
  "method": "ωB97M-V/def2-TZVPD",
  "gap_ev": [8.387, 8.338],
  "e_lumo_ha": [-0.046, -0.035],
  "symbols": ["C", "N", "N", "O", "O", "O", "O", "H", "H"],
  "positions_angstrom": [[-1.9586, 0.6838, 0.1439], [-0.0030, -0.4152, -0.1203], [-3.1411, -0.2252, 0.0304], [-3.3408, -1.0559, 0.8501], [-1.6931, 1.7070, 0.6511], [-3.7914, -0.0722, -0.9934], [0.9326, 0.5583, -0.0180], [-0.2055, -0.6984, 0.8255], [1.3956, 0.8538, -0.8499]]
}

<x>
{
  "formula": "CH2N2O4",
  "method": "ωB97M-V/def2-TZVPD",
  "gap_ev": [8.493, 8.492],
  "e_lumo_ha": [-0.037, -0.037],
  "symbols": ["C", "N", "N", "O", "O", "O", "O", "H", "H"],
  "positions_angstrom": [[-0.1282, 0.5290, 0.5584], [0.2340, -1.2115, -0.4982], [-0.6381, 1.4183, -0.4922], [-1.5709, 1.1937, -1.2026], [-0.0171, 0.7118, 1.6813], [-0.0075, 2.4380, -0.4320], [0.9910, -1.9813, 0.3699], [-0.7353, -1.5306, -0.4298], [1.8721, -1.5675, 0.4452]]
}

<y>
{
  "formula": "CH2N2O4",
  "method": "ωB97M-V/def2-TZVPD",
  "gap_ev": 10.771,
  "e_lumo_ha": 0.018,
  "smiles": "O=C=O.O=NNO",
  "symbols": ["O", "C", "O", "O", "N", "N", "O", "H", "H"],
  "positions_angstrom": [[-2.2519, -0.9001, 0.9424], [-2.2179, -0.5469, -0.1409], [-2.3072, -0.1360, -1.2025], [1.3870, -1.3147, 0.3556], [0.5545, -0.6466, -0.2320], [0.7537, 0.6079, -0.2364], [1.7944, 1.2664, 0.4736], [0.0357, 1.2167, -0.6037], [2.2517, 0.4532, 0.6439]]
}

Ranked by calculated energy, most stable first: <y>, <x>, <w>.